Entry 1:
{"formula": "C7H8BrN", "method": "wB97M-V/def2-TZVPD", "total_energy_ev": -78917.0668, "homo_energy_ha": [-0.3199, -0.2883], "orbital_gap_ha": [0.290, 0.248], "elements": ["C", "C", "C", "C", "C", "C", "C", "N", "Br", "H", "H", "H", "H", "H", "H", "H", "H"], "positions_angstrom": [[-0.5481, -1.1212, -1.9923], [0.2049, 0.9670, 1.3229], [0.5959, 1.7164, 0.2355], [0.2317, -0.4978, 1.4037], [-0.8680, -1.3223, 0.4531], [-1.1589, -0.7225, -0.8133], [1.1214, 1.0974, -0.8985], [0.0105, -1.4906, -2.9419], [1.5265, 1.9852, -2.4910], [-0.2458, 1.5547, 2.1671], [0.4738, 2.8180, 0.1766], [1.1006, -0.9056, 0.9949], [0.1856, -0.7820, 2.4945], [-0.5168, -2.2799, 0.2003], [-1.8601, -1.4048, 1.0622], [-1.7736, 0.1961, -0.6655], [1.5204, 0.1918, -0.7084]], "nbo_charge": [0.198, -0.154, -0.289, -0.442, -0.432, -0.207, -0.232, -0.305, 0.114, 0.209, 0.226, 0.214, 0.235, 0.223, 0.227, 0.233, 0.183]}


Entry 2:
{"formula": "C7H8ClNO2", "method": "wB97M-V/def2-TZVPD", "total_energy_ev": -25489.1777, "homo_energy_ha": -0.3306, "orbital_gap_ha": 0.311, "elements": ["C", "C", "C", "C", "C", "C", "C", "N", "O", "O", "Cl", "H", "H", "H", "H", "H", "H", "H", "H"], "positions_angstrom": [[0.5014, 1.8767, 0.9663], [1.4323, 1.5587, -0.0250], [-0.2992, 0.9191, 1.5260], [1.3818, 0.5095, -0.7413], [-0.3444, -0.5511, 1.2197], [-0.3855, -0.7780, -0.2407], [-1.5400, -0.3086, -1.1218], [0.3138, -1.9193, -0.8009], [0.7974, -2.6892, 0.0127], [0.2395, -2.1359, -1.9742], [2.4821, -0.2047, -1.8934], [0.5932, 2.7977, 1.4357], [2.2029, 2.3434, -0.1406], [-1.1153, 1.1962, 2.2115], [0.5924, -0.9811, 1.7315], [-1.1296, -0.9932, 1.6944], [-1.3881, -0.8103, -1.9717], [-1.7024, 0.7751, -1.0872], [-2.6325, -0.6051, -0.8010]], "nbo_charge": [-0.224, -0.381, -0.122, 0.063, -0.532, 0.223, -0.675, 0.482, -0.401, -0.372, 0.057, 0.219, 0.236, 0.208, 0.274, 0.227, 0.250, 0.248, 0.221]}


Entry 3:
{"formula": "C7H8ClNO2", "method": "wB97M-V/def2-TZVPD", "total_energy_ev": -25493.7493, "homo_energy_ha": [-0.2949, -0.2949], "orbital_gap_ha": [0.256, 0.256], "elements": ["C", "C", "C", "C", "C", "C", "C", "N", "O", "O", "Cl", "H", "H", "H", "H", "H", "H", "H", "H"], "positions_angstrom": [[0.0387, 0.7184, -1.8125], [1.4553, 0.8471, -1.7263], [-0.6441, 0.1223, -0.7960], [2.1399, 0.2680, -0.7229], [2.1807, -0.6663, 1.5068], [0.0904, -0.3102, 0.3350], [-1.7578, -0.7800, 1.7215], [1.4619, -0.2315, 0.3937], [1.8053, -1.2636, 2.4751], [-0.4368, -1.0748, 1.2337], [-0.6708, 2.1840, 1.1818], [-0.2630, 1.2070, -2.7417], [2.0980, 1.2094, -2.4638], [-1.7835, -0.0067, -0.9365], [3.1781, 0.1591, -0.5323], [3.2334, -0.4547, 1.4349], [-2.0276, -1.5191, 2.4189], [-2.6548, -0.9362, 1.1005], [-1.9058, 0.2425, 2.0731]], "nbo_charge": [-0.124, -0.246, -0.241, 0.051, 0.556, 0.699, -0.295, -0.429, -0.461, -0.445, -0.804, 0.241, 0.232, 0.274, 0.215, 0.129, 0.204, 0.184, 0.262]}


Entry 4:
{"formula": "C7H8F2NP", "method": "wB97M-V/def2-TZVPD", "total_energy_ev": -23601.8443, "homo_energy_ha": -0.3152, "orbital_gap_ha": 0.309, "elements": ["C", "C", "C", "C", "C", "C", "C", "N", "F", "F", "P", "H", "H", "H", "H", "H", "H", "H", "H"], "positions_angstrom": [[0.7932, 2.1734, 1.0390], [0.1637, 1.0639, 1.6925], [1.3739, 2.0625, -0.2214], [0.2098, -0.1698, 1.0308], [1.4033, 0.8595, -0.8492], [0.8185, -0.1958, -0.2536], [-0.9765, -2.5009, -0.8865], [0.7933, -1.4418, -0.9061], [1.2065, -3.4016, -2.2843], [0.4142, -1.6164, -3.4958], [1.5400, -1.7943, -2.3023], [0.8754, 3.2269, 1.4185], [-0.3623, 1.2241, 2.6574], [1.7961, 3.0041, -0.6664], [-0.3490, -1.0533, 1.5184], [1.5713, 0.7213, -1.9003], [-0.7248, -3.4265, -1.4513], [-1.3919, -2.3489, 0.1470], [-1.4018, -1.8549, -1.7514]], "nbo_charge": [-0.242, -0.194, -0.181, -0.238, -0.270, 0.141, -0.350, -0.858, -0.596, -0.608, 1.598, 0.219, 0.224, 0.220, 0.220, 0.215, 0.249, 0.226, 0.225]}


Entry 5:
{"formula": "C7H8F3NO", "method": "wB97M-V/def2-TZVPD", "total_energy_ev": -19077.0023, "homo_energy_ha": -0.3257, "orbital_gap_ha": 0.349, "elements": ["N", "C", "C", "C", "C", "C", "O", "C", "F", "F", "F", "C", "H", "H", "H", "H", "H", "H", "H", "H"], "positions_angstrom": [[0.6044, 1.0910, -1.3031], [0.4997, 0.8958, 0.1351], [1.1222, -0.5018, 0.5369], [0.3821, -1.6288, 0.4372], [-0.9591, -1.5392, -0.2335], [-1.5401, -0.3578, -0.1810], [-2.8551, -0.4335, -0.7863], [-3.8368, -0.1175, 0.0307], [-3.7630, -0.6753, 1.2401], [-4.0319, 1.2180, 0.1767], [-4.9794, -0.4730, -0.4766], [-0.9499, 0.8478, 0.3779], [-0.1540, 0.6239, -1.8002], [1.3841, 1.5844, -1.8141], [0.8371, 1.7908, 0.7897], [2.1749, -0.4798, 0.8371], [0.9591, -2.6718, 0.4326], [-1.5360, -2.3722, -0.5514], [-1.2409, 0.8541, 1.4540], [-1.3455, 1.7927, -0.0061]], "nbo_charge": [-0.899, -0.073, -0.164, -0.249, -0.261, 0.297, -0.508, 1.160, -0.322, -0.345, -0.309, -0.510, 0.386, 0.406, 0.214, 0.211, 0.227, 0.236, 0.244, 0.257]}


Entry 6:
{"formula": "C7H8F7NO3S", "method": "wB97M-V/def2-TZVPD", "total_energy_ev": -44875.2962, "homo_energy_ha": -0.3731, "orbital_gap_ha": 0.377, "elements": ["C", "N", "C", "C", "C", "O", "S", "O", "O", "C", "F", "F", "C", "F", "F", "C", "F", "F", "F", "H", "H", "H", "H", "H", "H", "H", "H"], "positions_angstrom": [[1.5163, -1.2968, -0.2477], [0.7972, -0.0388, -0.4989], [1.6933, 1.0937, -0.8557], [2.5732, 0.8871, -2.0589], [3.8740, 1.6721, -2.3426], [3.8638, 0.3138, -1.9729], [-0.3555, 0.3314, 0.7682], [0.3657, 0.2829, 2.0100], [-0.7708, 1.7339, 0.5714], [-1.8217, -0.7888, 0.7582], [-1.5300, -1.9631, 1.3510], [-2.1391, -1.1186, -0.5338], [-3.0493, -0.0978, 1.4490], [-2.6953, 0.5157, 2.6525], [-3.4933, 0.9179, 0.6228], [-4.1620, -1.1351, 1.8216], [-5.2234, -0.4800, 2.3915], [-4.5378, -1.8393, 0.7124], [-3.7647, -2.0466, 2.7795], [2.2826, -1.2074, 0.5314], [0.8212, -2.0728, 0.0849], [1.9568, -1.6404, -1.1906], [1.0898, 1.9961, -0.9811], [2.3473, 1.2480, 0.0365], [1.9769, 0.4135, -2.8652], [4.1404, 1.9064, -3.3925], [4.2443, 2.4131, -1.6011]], "nbo_charge": [-0.436, -0.623, -0.269, 0.041, -0.093, -0.493, 2.154, -0.899, -0.904, 0.426, -0.290, -0.295, 0.561, -0.293, -0.279, 0.928, -0.296, -0.300, -0.302, 0.205, 0.211, 0.221, 0.254, 0.199, 0.191, 0.191, 0.190]}


Entry 7:
{"formula": "C7H8MgO4", "method": "wB97M-V/def2-TZVPD", "total_charge": 2, "total_energy_ev": -21001.7617, "homo_energy_ha": -0.6237, "orbital_gap_ha": 0.152, "elements": ["C", "C", "O", "C", "C", "C", "C", "O", "O", "C", "O", "H", "H", "H", "H", "H", "H", "H", "H", "Mg"], "positions_angstrom": [[2.6679, 0.0135, 0.4233], [1.2689, 0.1281, -0.2666], [1.1731, -0.4311, -1.4948], [0.1414, -0.2877, 0.6824], [-1.2284, -0.1319, 0.1220], [-2.0320, 0.9143, -0.0185], [-3.3096, 0.4174, -0.6476], [-4.3609, 0.9384, -0.6620], [-3.0487, -0.8710, -1.0920], [-1.9586, -1.3372, -0.4102], [-1.6863, -2.4758, -0.2390], [3.2716, -0.7877, -0.0062], [3.2822, 0.9403, 0.3631], [2.5551, -0.2444, 1.4869], [1.1300, 1.2593, -0.4669], [1.8147, -1.1387, -1.6604], [0.3268, -1.3319, 0.9592], [0.2271, 0.3492, 1.6097], [-1.8755, 1.9437, 0.2812], [1.6412, 2.1333, 1.0366]], "nbo_charge": [-0.762, 0.167, -0.631, -0.443, -0.127, -0.201, 0.745, -0.400, -0.454, 0.758, -0.455, 0.345, 0.174, 0.262, -0.022, 0.527, 0.314, 0.135, 0.224, 1.845]}


Entry 8:
{"formula": "C7H8N", "method": "wB97M-V/def2-TZVPD", "total_charge": 1, "total_energy_ev": -8863.9408, "homo_energy_ha": -0.5206, "orbital_gap_ha": 0.303, "elements": ["C", "C", "C", "C", "C", "C", "C", "N", "H", "H", "H", "H", "H", "H", "H", "H"], "positions_angstrom": [[0.2134, 1.5497, 1.3393], [-0.2228, 2.4776, 2.1434], [-0.2724, -0.5419, -3.1161], [0.0366, -0.3738, -1.7467], [-0.2987, 0.7816, -1.0409], [0.7427, 0.0930, 1.3612], [-0.1486, -0.8207, 2.1918], [0.0978, 0.8500, 0.1869], [-0.2151, -1.5148, -3.6527], [-0.6386, 0.1862, -3.6851], [0.4897, -1.1442, -1.0825], [-0.5274, 1.7531, -1.3147], [1.7864, -0.0658, 1.2514], [-0.1850, -1.7468, 1.6491], [-1.1839, -0.4041, 2.4247], [0.3261, -1.0792, 3.0910]], "nbo_charge": [-0.296, 0.391, -0.112, -0.320, 0.217, 0.071, -0.645, -0.244, 0.238, 0.197, 0.242, 0.246, 0.258, 0.236, 0.258, 0.260]}


Entry 9:
{"formula": "C7H8N", "method": "wB97M-V/def2-TZVPD", "total_charge": 1, "total_energy_ev": -8863.8817, "homo_energy_ha": -0.5605, "orbital_gap_ha": 0.366, "elements": ["C", "C", "C", "C", "C", "C", "C", "N", "H", "H", "H", "H", "H", "H", "H", "H"], "positions_angstrom": [[-0.3136, 1.4841, 0.3820], [0.2423, -1.8614, -0.1732], [1.2787, -1.6002, -2.0802], [0.7899, 0.0501, -1.1971], [0.0094, -1.1017, -1.5049], [1.4373, -1.1307, -0.5820], [-1.5721, 2.3094, 2.4651], [-0.8797, 1.8327, 1.3348], [-0.2789, -1.6995, 0.7051], [0.4680, -2.8967, -0.3846], [1.3085, -2.6215, -2.5090], [1.7046, -0.9724, -2.8145], [1.0111, 0.8640, -1.8123], [-1.9926, 1.3995, 2.8603], [-0.9109, 2.7947, 3.2318], [-2.3021, 3.1495, 2.0786]], "nbo_charge": [0.366, -0.365, -0.432, 0.192, -0.029, 0.024, -0.456, -0.387, 0.253, 0.247, 0.307, 0.249, 0.254, 0.249, 0.261, 0.265]}


Entry 10:
{"formula": "C7H8N2O", "method": "wB97M-V/def2-TZVPD", "total_energy_ev": -12408.0401, "homo_energy_ha": -0.3518, "orbital_gap_ha": 0.368, "elements": ["C", "C", "C", "C", "N", "C", "C", "C", "N", "H", "H", "H", "H", "H", "H", "O", "H", "H"], "positions_angstrom": [[-2.0799, 2.0271, -0.3791], [-1.2608, 1.4031, 0.2578], [-0.1698, 0.8105, 0.9939], [-0.2719, -0.5398, 1.6189], [-1.1564, -1.3483, 0.7753], [0.0030, -1.5609, -0.1298], [0.7049, -0.3296, 0.4677], [1.9528, 0.0465, -0.1781], [2.7574, 0.9193, -0.4173], [-2.9682, 2.5025, -0.7573], [0.4188, 1.5127, 1.5897], [-0.0878, -0.7210, 2.6768], [-1.4074, -2.2093, 1.2508], [0.5663, -2.4846, 0.0470], [-0.2404, -1.6574, -1.1947], [1.0488, 0.4217, -2.3940], [0.1855, 0.0191, -2.1860], [2.0049, 1.1882, -2.0417]], "nbo_charge": [-0.192, -0.029, -0.273, 0.035, -0.587, -0.183, -0.234, 0.421, -0.408, 0.240, 0.262, 0.232, 0.368, 0.199, 0.188, -1.153, 0.515, 0.599]}


Entry 11:
{"formula": "C7H8N2O", "method": "wB97M-V/def2-TZVPD", "total_energy_ev": -12408.7169, "homo_energy_ha": [-0.3088, -0.3088], "orbital_gap_ha": [0.306, 0.306], "elements": ["C", "C", "C", "C", "C", "C", "C", "N", "N", "O", "H", "H", "H", "H", "H", "H", "H", "H"], "positions_angstrom": [[1.1773, 0.3136, 1.4521], [0.6681, 1.5386, 1.2562], [-1.8850, 1.1700, -0.9170], [-0.8515, 0.2057, -0.6445], [-0.1376, -0.8307, -0.4781], [1.2391, -0.5967, 0.3031], [-0.2305, -2.2995, -0.7920], [-1.8020, 2.4099, -0.7194], [0.4700, 1.9072, -0.0403], [-0.6665, 2.8714, -0.2091], [1.5191, -0.0148, 2.4997], [0.6984, 2.3580, 1.9870], [-2.8208, 0.7462, -1.1240], [1.8944, -0.2418, -0.5700], [1.6017, -1.6571, 0.5822], [-1.1510, -2.5762, -1.4018], [-0.3297, -2.8692, 0.1644], [0.6063, -2.4344, -1.3485]], "nbo_charge": [-0.281, -0.070, -0.125, 0.216, -0.061, -0.428, -0.609, -0.012, -0.202, -0.236, 0.229, 0.214, 0.224, 0.241, 0.221, 0.220, 0.234, 0.223]}


Entry 12:
{"formula": "C7H8N2O2", "method": "wB97M-V/def2-TZVPD", "total_energy_ev": -14461.9040, "homo_energy_ha": -0.3595, "orbital_gap_ha": 0.376, "elements": ["C", "C", "N", "C", "C", "O", "C", "O", "C", "C", "N", "H", "H", "H", "H", "H", "H", "H", "H"], "positions_angstrom": [[-0.0673, 0.1468, 2.5922], [-0.0790, 0.2173, 1.1023], [-1.1301, 0.3103, 0.3903], [-0.7430, 0.2451, -0.9961], [-1.1869, -1.1262, -1.6686], [-1.3124, 1.3397, -1.6833], [0.7736, 0.5338, -1.0986], [1.4685, 0.9015, -2.0096], [1.2359, 0.4384, 0.4579], [2.2750, -0.6451, 0.5575], [3.0484, -1.4553, 0.7515], [0.7295, 0.6868, 2.9205], [-0.0424, -0.8248, 2.8611], [-0.9497, 0.7048, 2.9216], [-0.7301, -1.9774, -1.1665], [-0.9660, -0.9772, -2.7629], [-2.2550, -0.9598, -1.5855], [-1.6075, 1.1509, -2.5996], [1.5385, 1.2906, 1.0159]], "nbo_charge": [-0.655, 0.350, -0.386, 0.265, -0.626, -0.707, 0.615, -0.468, -0.508, 0.283, -0.301, 0.212, 0.239, 0.241, 0.233, 0.218, 0.234, 0.487, 0.275]}


Short version: strongest force on any atom = 3.35; 5.75; 2.55; 4.22; 3.04; 7.21; 0.96; 6.31; 2.60; 6.53; 4.85; 4.52 eV Å⁻¹, in the order given.
Short version: ΔE to the lowest compared entry with this formula, charge and spin = 48.49; 105.42; 0.00; 34.09; 14.87; 0.00; 75.73; 104.48; 105.85; 192.75; 177.14; 58.92 kcal/mol, in the order given.